# 1
The following is a quantum chemistry calculation of 2 unconnected molecules or ions with the total composition C4H9NO3 at a distorted geometry, from the Open Molecules 2025 dataset.

## Properties
LUMO   0.4 eV
Structure (SMILES)   NC(=O)CCC=O.O
DFT total energy   -438.25799 Eh
Net charge   0
Energy relative to the best compared isomer or geometry (same formula, charge and spin)   44.60 kcal per mole
Strongest force on any atom   4.438 eV Å⁻¹
Molecular weight   119.12 g mol⁻¹

Geometry as XYZ:
```
17
C4H9NO3, DFT ωB97M-V with the def2-TZVPD basis set
N -0.626 -2.400 1.236
C -0.362 -1.038 1.338
O -0.432 -0.451 2.368
C -0.035 -0.472 -0.070
C 0.210 1.087 0.146
C -0.784 1.653 1.188
O -0.713 2.812 1.496
H -0.646 -3.009 0.431
H -0.756 -2.950 2.061
H -0.961 -0.731 -0.603
H 0.948 -0.900 -0.431
H -0.036 1.520 -0.760
H 1.245 1.287 0.317
H -1.658 1.070 1.626
O 1.234 0.748 -3.143
H 1.967 1.317 -3.054
H 1.402 0.456 -4.146
```


# 2
The following is a quantum chemistry calculation of a molecular structure, C10H21AlFN4O7P2 at a distorted geometry, from the Open Molecules 2025 dataset.

## Properties
LUMO   2.4 eV
DFT total energy   -2164.52437 Eh
Net charge   -1
Strongest force on any atom   5.362 eV Å⁻¹
Molecular weight   417.23 g mol⁻¹

Geometry as XYZ:
```
46
C10H21AlFN4O7P2, DFT ωB97M-V with the def2-TZVPD basis set
N -2.849 0.197 -0.630
P -1.913 1.436 -0.215
O -2.657 2.275 1.080
O -1.715 2.508 -1.572
Al 0.184 0.570 0.321
C 0.664 -0.866 -1.058
O 0.329 -2.067 -0.791
N 1.411 -0.471 -2.294
C 2.501 -1.405 -2.614
O 3.680 -1.001 -2.641
F 2.205 -2.785 -2.903
P 0.372 -0.332 2.460
O -0.262 0.553 3.552
O 2.065 -0.567 2.795
O -0.315 -1.918 2.503
H -3.684 0.181 -0.008
H -2.084 2.986 1.446
H -1.067 3.190 -1.276
H 1.243 1.744 0.195
H 0.752 -0.351 -3.087
H 2.581 0.169 2.382
H 0.305 -2.507 2.990
C -1.281 -7.447 -0.075
C -1.491 -6.230 -0.967
C -1.181 -4.908 -0.264
C -2.127 -4.621 0.819
N -2.866 -4.397 1.673
H -1.970 -7.444 0.774
H -1.456 -8.365 -0.643
H -0.259 -7.479 0.312
H -2.520 -6.228 -1.340
H -0.836 -6.322 -1.840
H -1.227 -4.098 -0.997
H -0.160 -4.922 0.127
C 2.231 6.838 0.700
C 1.801 5.952 -0.463
C 0.344 5.499 -0.367
C 0.116 4.596 0.766
N -0.064 3.889 1.657
H 2.196 6.297 1.649
H 3.257 7.182 0.551
H 1.587 7.719 0.781
H 2.465 5.083 -0.519
H 1.931 6.514 -1.394
H 0.073 4.981 -1.292
H -0.314 6.369 -0.287
```